C32H31IrN11O2PS | wB97M-V/def2-TZVPD

Geometry as XYZ:
```
79
Properties=species:S:1:pos:R:3:forces:R:3:mulliken_charge:R:1
Ir 1.22230 1.23161 -0.35112 0.99 -1.78 -3.52 2.4333
N 1.85558 3.92510 -2.59105 -0.06 0.23 -0.04 0.1296
C 2.38420 3.97342 -1.35769 0.15 -0.22 0.45 0.2812
N 3.06638 5.01011 -0.86874 0.03 -0.02 -0.26 -0.3426
N 3.39205 4.65255 0.35126 0.26 0.42 -0.04 -0.4730
N 2.95002 3.45244 0.62600 -0.36 -0.65 0.07 -0.3438
N 2.30512 2.99422 -0.42949 -0.94 -0.95 0.28 0.5015
C 1.03622 2.94961 -3.02615 -0.26 -0.44 -0.05 0.2950
N 0.37732 2.98183 -4.18546 0.24 0.16 0.04 -0.4132
N -0.31249 1.86526 -4.20318 -0.09 0.05 -0.41 -0.5663
N -0.09571 1.15890 -3.12099 0.09 -0.29 0.59 -0.1560
N 0.74493 1.81723 -2.35287 0.24 0.34 1.62 0.3740
H 2.03470 4.71407 -3.20804 -0.08 -0.01 0.02 0.2871
C 5.03322 -3.56497 1.17517 0.04 0.04 -0.16 -1.0188
C 4.47674 -3.69766 -0.23968 0.04 -0.18 0.40 -0.6236
N 4.20635 -2.41874 -0.90719 -0.21 0.19 0.06 0.0212
C 5.16109 -1.93866 -1.91254 0.12 0.32 -0.04 -0.8965
C 6.09356 -0.86214 -1.36337 -0.01 -0.15 0.00 -0.8418
C 3.13263 -1.71298 -0.55640 0.05 0.46 -0.33 0.6100
S 2.68498 -0.37471 -1.60058 -0.67 1.55 1.05 -0.5060
N 2.41094 -2.16568 0.45146 -0.30 -0.43 0.56 -0.0255
C 1.49880 -1.53081 1.15488 0.99 -0.68 -0.58 -0.3948
O 1.23094 -0.29119 1.07842 -1.11 1.95 0.18 -1.0973
C 0.75328 -2.34254 2.14540 -0.23 0.12 0.04 0.8163
C -0.24602 -1.74733 2.91663 0.10 0.03 0.01 -0.4705
C -1.05941 -2.52809 3.71914 -0.05 0.04 0.03 -0.6492
C -0.86209 -3.90038 3.78176 0.04 -0.04 0.01 -0.6039
C 0.17862 -4.48841 3.07361 -0.03 0.00 -0.03 -0.6421
C 0.98349 -3.71495 2.25619 -0.02 0.11 -0.05 -0.2034
H 5.17716 -4.56044 1.59527 0.02 0.00 0.01 0.3531
H 4.34477 -3.01659 1.81337 0.00 0.00 0.02 0.1977
H 5.99713 -3.05635 1.17139 0.01 0.01 0.03 0.3611
H 3.54584 -4.26538 -0.21475 0.02 0.04 -0.05 0.4026
H 5.18865 -4.23922 -0.85935 -0.07 0.04 -0.09 0.3990
H 4.61148 -1.54861 -2.76825 0.04 -0.13 -0.05 0.5098
H 5.74304 -2.79409 -2.24745 -0.11 -0.05 -0.02 0.3766
H 5.53325 0.01246 -1.03693 0.00 0.01 0.00 0.2109
H 6.78990 -0.55583 -2.14338 0.01 0.02 0.01 0.3792
H 6.67024 -1.24198 -0.52039 0.01 0.01 0.00 0.2758
H -0.37639 -0.67251 2.88700 -0.07 -0.01 -0.08 0.6241
H -1.85715 -2.06322 4.28321 0.02 0.00 0.04 0.4449
H -1.51166 -4.51574 4.39001 0.01 0.02 0.03 0.4224
H 0.34939 -5.55408 3.14483 0.01 0.00 0.01 0.4344
H 1.79069 -4.15545 1.69097 -0.01 -0.06 -0.05 0.3500
O -0.80870 2.11278 0.04707 1.37 0.34 0.28 -1.0904
P -2.19874 1.51161 -0.01180 -0.32 -0.60 -0.13 2.2966
C -3.28781 2.62148 -0.91457 0.26 -0.06 0.18 -0.1249
C -2.72650 3.72092 -1.55465 0.01 -0.03 -0.01 -0.3041
C -3.53522 4.57983 -2.28268 -0.01 0.00 -0.02 -0.7527
C -4.89837 4.33660 -2.36709 0.04 0.03 -0.02 -0.5038
C -5.46020 3.24491 -1.71697 -0.04 -0.06 0.01 -0.7403
C -4.65762 2.38314 -0.98852 0.04 0.00 0.02 -0.3130
C -2.80238 1.25466 1.66771 0.11 0.05 -0.26 0.5207
C -2.25863 2.06121 2.66507 0.01 0.01 0.00 -0.5129
C -2.68522 1.91793 3.97564 0.00 0.01 0.01 -0.7668
C -3.65301 0.97277 4.28891 0.03 0.01 -0.02 -0.4889
C -4.19172 0.16642 3.29508 -0.07 -0.04 0.01 -0.8560
C -3.76955 0.30408 1.98221 0.00 0.01 -0.06 -0.1553
C -2.20332 -0.08520 -0.85954 -0.15 0.44 0.28 0.3604
C -1.67448 -1.17572 -0.17394 -0.01 -0.08 -0.04 -0.2563
C -1.55672 -2.40226 -0.80733 0.04 0.01 0.05 -0.4556
C -1.98758 -2.53879 -2.12102 0.01 0.02 0.03 -0.8413
C -2.52618 -1.45416 -2.79837 -0.04 0.00 -0.09 -0.7225
C -2.62859 -0.21933 -2.17643 -0.07 -0.09 0.04 -0.8159
H -1.66129 3.89511 -1.46919 -0.01 0.03 -0.01 0.3665
H -3.10103 5.43535 -2.78217 -0.02 0.00 -0.01 0.4211
H -5.52740 5.00054 -2.94477 -0.01 0.01 0.02 0.4009
H -6.52474 3.06455 -1.78080 0.00 0.00 0.00 0.4256
H -5.08909 1.52946 -0.47915 -0.05 0.01 -0.01 0.3814
H -1.50049 2.78933 2.40614 0.01 0.00 0.04 0.3854
H -2.26442 2.54467 4.75029 0.00 0.00 0.01 0.4473
H -3.98817 0.86481 5.31193 0.00 -0.01 0.00 0.4407
H -4.94357 -0.57086 3.54376 0.00 0.00 0.00 0.4366
H -4.18054 -0.33166 1.20677 0.00 -0.03 0.03 0.4044
H -1.37964 -1.06462 0.86027 0.02 -0.04 0.00 0.3415
H -1.14671 -3.24937 -0.27103 -0.01 0.00 0.01 0.5400
H -1.91148 -3.49936 -2.61325 0.00 0.01 -0.02 0.4222
H -2.86838 -1.56972 -3.81799 0.02 0.01 -0.01 0.4459
H -3.03661 0.62881 -2.71046 0.00 -0.01 -0.02 0.4412
```
Positions in Å, forces in eV/Å.

The spin multiplicity is 2. The orbital gap (spin up / spin down) is 7.30 / 5.16 eV. The value obtained for the energy relative to the best compared isomer or geometry (same formula, charge and spin) is 178.5 kJ/mol. The total charge is +1. As for the expectation value of S²: 0.77. The total energy is -77128.7132 eV.